Density functional theory data (ωB97M-V/def2-TZVPD) for a structure of composition C5H8N2O in a non-equilibrium geometry.

The geometry in XYZ format:
```
16
Properties=species:S:1:pos:R:3:forces:R:3:mulliken_charge:R:1
O 0.3425 0.2198 1.8682 5.31 3.70 2.67 -0.63
N 0.8639 -1.4912 -0.1639 0.62 -5.06 8.45 -0.57
N -1.9561 0.1572 -0.0100 4.29 -5.24 -0.06 -0.58
C 1.3010 -0.0906 -0.2730 1.15 -0.82 1.07 -0.27
C 0.5883 0.8988 0.5690 -4.55 -6.17 0.53 -0.43
C -0.9289 0.0750 -1.1947 -0.25 0.41 0.21 -0.30
C 0.3828 -0.7774 -1.1103 -5.30 1.46 -9.79 -0.11
C -0.7963 1.0580 -0.1410 -1.03 4.02 0.48 -0.26
H 0.3861 -1.1361 -2.2877 1.17 0.51 2.66 0.16
H 2.3337 -0.1592 -0.3481 1.83 0.87 -0.56 0.49
H -1.2821 0.1232 -2.2086 -0.33 0.66 -0.05 0.45
H -1.3937 -0.9044 0.2459 -2.86 3.59 0.74 0.34
H -1.1941 2.2110 -0.1862 1.06 -2.98 -0.16 0.24
H 1.0335 1.7598 0.5575 2.64 5.02 0.80 0.74
H 0.3977 -1.9027 0.8600 1.08 2.06 -4.02 0.35
H 1.3422 0.6055 2.5394 -4.81 -2.02 -2.96 0.37
```
Forces are in eV/Å.

LUMO = 0.0064 Eh
energy = -379.783183 a.u.
F_max = 11.229 eV Å⁻¹
charge = 0
frontier orbital gap = 9.26 eV
ΔE to the lowest compared entry with this formula, charge and spin = 191.4 kcal/mol
HOMO energy = -9.09 eV